[1]
80
Properties=species:S:1:pos:R:3:forces:R:3 method="wB97M-V/def2-TZVPD" e_above_lowest_kcal_mol=60.4 e_lumo_ev=-0.51 energy_ev=-1089678.619 gap_ev=8.88 max_force_ev_per_a=3.12 total_charge=0
C 1.25383 -8.34900 -0.15967 0.26 -0.32 -0.48
Br -0.45254 -9.11594 0.58201 1.49 0.91 -0.68
Br 1.22827 -8.03385 -2.11297 -0.37 -0.24 0.88
Br 2.79040 -9.45335 0.26982 -0.36 -0.17 0.02
H 1.58594 -7.39082 0.23993 -1.03 -0.14 0.27
C -3.95777 -6.08237 5.05246 0.08 -0.02 0.76
Br -5.05591 -7.58888 5.78117 0.78 0.99 -0.75
Br -2.14328 -6.14202 5.79067 -0.60 0.03 -0.07
Br -4.83337 -4.37198 5.44202 0.38 -0.73 -0.22
H -3.77296 -6.14439 3.98004 -0.62 -0.25 0.27
C -0.36577 -0.51700 9.42476 -0.10 0.64 -0.62
Br -1.61961 0.28434 8.11743 0.57 -0.19 0.55
Br 0.22584 0.79335 10.75745 -0.40 -0.61 -0.49
Br 1.19057 -1.24474 8.48787 -0.70 0.08 0.45
H -0.98076 -1.29010 9.88540 0.62 0.07 0.09
C -7.15925 -3.66196 -2.27254 -0.47 1.40 0.76
Br -8.89848 -3.49368 -3.25264 1.48 -0.33 0.65
Br -7.50505 -3.72223 -0.30383 0.19 -0.01 -1.24
Br -5.99323 -2.05375 -2.66188 -0.87 -1.40 0.18
H -6.60724 -4.57605 -2.49126 -0.32 0.34 -0.34
C 8.82294 -4.27131 -5.00178 -0.66 -0.82 -0.34
Br 9.12228 -4.16853 -6.98256 -0.03 0.23 1.61
Br 8.16015 -6.11608 -4.62535 0.13 1.01 -0.08
Br 7.61961 -2.88103 -4.32024 0.55 -0.71 -0.49
H 9.72685 -4.22913 -4.39410 0.01 0.29 -0.70
N 0.39614 -2.84229 -7.21091 0.90 -0.41 -0.62
C -0.88036 -2.53709 -7.31351 -0.42 0.59 0.18
C -1.44240 -1.70333 -8.30448 -0.27 -0.82 1.27
C -0.63955 -1.28462 -9.32407 0.79 -0.53 -0.15
C 0.69361 -1.68830 -9.27318 1.26 -0.50 0.20
C 1.21312 -2.45669 -8.20281 -1.74 1.45 -0.10
H -1.43108 -2.95269 -6.48261 -0.68 0.23 -0.08
H -2.47421 -1.39377 -8.22733 -0.12 -0.17 -0.06
H -1.04654 -0.72953 -10.15631 0.18 0.22 0.00
H 1.38827 -1.40517 -10.05015 -0.02 0.12 -0.16
H 2.26428 -2.62680 -8.02246 0.12 -0.18 -0.46
N -4.94018 4.33136 3.01478 1.87 0.33 -0.19
C -4.80217 5.65521 3.30015 1.36 -0.44 -1.47
C -3.58882 6.37793 3.16908 1.00 -1.53 -2.20
C -2.49183 5.72457 2.47418 -2.48 0.38 1.86
C -2.62105 4.35441 2.28521 0.26 0.12 -0.28
C -3.79976 3.67672 2.58466 -1.27 1.70 1.16
H -5.69699 6.25903 3.33304 -0.37 -0.28 0.86
H -3.54597 7.45070 3.28617 -0.19 0.02 0.29
H -1.63165 6.26349 2.10532 0.09 0.06 0.27
H -1.77520 3.84115 1.85218 -0.08 -0.33 -0.10
H -3.85742 2.60089 2.50943 -0.17 -0.03 -0.21
N -0.59447 -2.77574 1.33036 0.70 0.02 -1.78
C 0.26439 -2.17057 2.16349 -1.12 -0.46 -0.53
C 1.56979 -1.87465 1.84031 -0.58 -0.42 0.14
C 2.00753 -2.23688 0.56864 1.14 1.10 0.12
C 1.18451 -2.81788 -0.36421 -1.62 0.24 1.05
C -0.14198 -3.03534 0.07150 0.77 -0.86 1.04
H -0.20342 -1.93862 3.10887 0.38 0.15 0.35
H 2.13520 -1.42753 2.64455 0.58 0.14 -0.44
H 2.99854 -1.94014 0.25840 0.32 -0.20 0.12
H 1.50976 -3.06024 -1.36515 -0.03 -0.04 0.03
H -0.76555 -3.64994 -0.56082 -0.56 0.32 -0.09
N 1.86262 4.04072 -2.74228 -0.81 0.30 0.26
C 1.46065 2.84002 -3.17489 -0.68 0.35 -0.48
C 0.18170 2.57200 -3.66647 -0.43 1.38 -0.47
C -0.71042 3.66100 -3.81999 1.35 -0.37 0.34
C -0.28762 4.92738 -3.40432 -0.03 -0.85 0.58
C 0.96500 5.05548 -2.77966 -0.06 -1.17 -0.66
H 2.16889 2.02550 -3.21178 0.37 0.09 0.32
H -0.05707 1.59257 -4.05391 -0.09 -0.10 0.19
H -1.69173 3.55886 -4.25931 -0.03 -0.21 -0.03
H -1.01869 5.71737 -3.49293 0.32 0.41 0.13
H 1.27297 5.97306 -2.30049 0.08 0.18 -0.18
N 3.49161 4.29786 4.49385 0.11 2.01 0.43
C 3.08368 4.56513 5.75872 -0.25 -1.37 -1.07
C 2.68026 5.78677 6.20706 0.17 2.70 -0.91
C 2.86237 6.88038 5.32804 -0.22 -0.53 -0.71
C 3.39045 6.69240 4.04249 -0.42 -0.06 1.55
C 3.65150 5.39237 3.68578 -0.09 -2.10 0.12
H 2.92030 3.70159 6.38643 0.22 -0.22 0.09
H 2.21655 6.00483 7.15775 0.09 -0.48 0.17
H 2.48140 7.87988 5.47726 0.06 0.05 0.83
H 3.52079 7.56182 3.41517 0.05 -0.25 -0.33
H 3.91862 5.10598 2.67929 0.26 0.24 -0.18

---

[2]
59
Properties=species:S:1:pos:R:3:forces:R:3 method="wB97M-V/def2-TZVPD" e_above_lowest_kcal_mol=455.1 e_lumo_ev=0.31 energy_ev=-44721.606 gap_ev=8.66 max_force_ev_per_a=17.74 total_charge=0
C -5.96432 -3.01210 0.18487 -3.54 -0.99 -1.50
C -6.18251 -1.57470 0.41864 -3.88 -1.07 0.94
H -5.89397 -1.22024 1.42277 0.05 -0.01 -0.53
H -7.34951 -1.38747 0.27687 2.20 -0.28 0.83
O -5.57566 -0.90752 -0.62890 -0.26 5.03 1.63
C -5.82237 0.49593 -0.29020 -1.07 1.73 -0.08
O -6.59161 0.96076 0.63288 4.21 -2.73 -4.82
C -4.90706 1.36963 -1.43105 -1.01 -1.11 6.24
C -3.73907 1.86636 -0.65073 2.70 -1.28 2.19
C -3.66396 2.64754 0.49507 -2.17 0.42 -1.13
S -2.16508 3.18169 1.11012 0.86 -3.33 -3.30
C -1.64033 2.00747 -0.26768 3.13 -1.89 0.44
N -2.42783 1.22216 -1.03245 -0.32 5.76 3.55
N -0.17714 1.75075 -0.28494 -5.96 -5.11 -9.30
C 0.71933 2.18121 0.38554 3.94 4.62 12.26
O 0.36714 2.88651 1.56971 2.08 -2.31 -5.31
C 2.19576 1.59214 0.23012 -2.31 9.08 -1.34
N 2.28223 0.32081 0.69537 3.59 2.02 6.15
C 2.00156 -0.55272 -0.20626 1.32 -8.05 7.55
O 1.31304 -0.43255 -1.09759 -4.51 2.35 -8.70
C 2.12701 -2.04447 0.32601 -1.87 7.08 4.31
C 2.98328 -2.69434 -0.39072 10.17 -4.53 -10.72
C 3.33039 -4.10356 -0.01122 -0.59 -3.38 -1.44
C 1.94803 -4.91082 0.24243 5.17 -2.37 -10.32
C 1.08499 -4.05331 0.79077 -4.56 -9.39 14.34
C 0.93064 -2.77225 0.54769 -6.43 7.14 -2.17
H 0.36113 -2.98842 -0.41634 0.24 1.82 0.03
H 0.23489 -2.10699 1.23017 0.97 -1.92 -1.12
H 0.05334 -4.78394 1.22140 2.27 2.66 -1.86
H 1.57412 -4.24481 2.09877 -0.95 1.10 -2.40
H 1.54360 -4.91690 -0.96067 0.83 -0.29 2.07
H 2.15755 -6.00219 0.30011 -0.77 1.00 1.35
H 4.01651 -4.69744 -0.75385 -1.54 1.42 0.81
H 3.82129 -4.32656 0.87857 1.19 0.76 2.09
H 2.60451 -2.86594 -1.53021 0.67 0.72 2.18
H 4.09524 -2.05632 -0.58897 -3.00 -1.64 0.63
H 2.68211 -1.95354 1.22518 -0.05 0.37 2.02
H 2.67088 0.24193 1.81175 -1.38 -0.42 -4.69
H 2.25215 1.78564 -0.89542 0.91 -1.23 1.34
C 3.08472 2.78655 0.92969 3.65 -7.84 0.89
H 2.87082 2.92902 1.94613 -1.12 0.18 1.32
C 3.45852 3.95014 0.22725 6.48 -4.43 -4.48
C 4.30779 3.43107 -1.21402 3.63 0.47 0.24
H 3.76073 2.73911 -1.90638 0.22 0.78 0.78
H 4.63832 4.42227 -1.84591 -0.95 -2.45 1.58
H 5.43661 2.82917 -0.97050 -3.35 1.74 -0.48
C 2.46761 4.60616 -0.36623 -7.86 6.20 -3.07
H 2.83992 5.49881 -0.83204 0.16 0.50 -0.75
H 1.80908 5.04488 0.35949 -0.63 0.37 0.96
H 1.62834 4.24983 -1.07288 1.88 -0.68 0.70
H 4.26939 4.54491 0.57399 0.13 0.52 1.29
H 4.12358 2.11485 0.98715 -2.00 1.59 0.27
H 0.27344 1.02990 -1.11648 -2.09 1.95 2.46
H -4.48967 3.06252 1.06288 -0.50 -0.19 -0.61
H -4.43588 0.62573 -1.99449 -0.44 -0.51 -2.33
H -5.40988 2.28902 -1.49451 -1.45 0.62 -2.11
H -4.97249 -3.25227 0.14143 2.70 -0.97 0.67
H -6.63930 -3.66000 0.82972 1.22 0.67 -0.72
H -6.27192 -3.14312 -0.90192 -0.02 -0.28 1.21

---

[3]
8
Properties=species:S:1:pos:R:3:forces:R:3 method="wB97M-V/def2-TZVPD" e_above_lowest_kcal_mol=103.2 smiles="O=[SiH2].O=[SiH2]" e_lumo_ev=-0.58 energy_ev=-19913.812 gap_ev=9.63 max_force_ev_per_a=3.29 total_charge=0
O 1.43392 1.22922 0.01196 -0.14 -0.35 -0.13
Si 1.72949 -0.27312 -0.00441 -0.39 -0.38 0.22
H 1.31210 -1.28116 -1.00496 0.37 0.31 -0.12
H 2.66349 -0.90085 0.99352 -0.36 0.23 -0.21
O -0.85048 -0.93413 0.08085 1.52 -1.32 0.59
Si -1.69588 0.29828 0.06745 -2.41 0.53 -2.18
H -1.67486 1.52065 0.75681 0.41 1.08 1.04
H -2.91778 0.34110 -0.90122 0.99 -0.11 0.79

---

[4]
57
Properties=species:S:1:pos:R:3:forces:R:3 method="wB97M-V/def2-TZVPD" e_lumo_ev=-0.92 energy_ev=-474418.959 gap_ev=8.47 max_force_ev_per_a=5.19 total_charge=0
C 4.82809 -0.98231 0.57073 0.07 0.73 -0.90
C 3.86674 -0.13924 -0.33984 -0.86 -0.33 1.62
Br 4.25778 0.29501 -2.19621 -0.04 -0.45 1.20
C 2.71402 0.33792 0.19526 0.02 0.33 -0.89
Br 2.31491 -0.07318 2.08788 0.07 0.36 -1.31
C 1.67258 1.20858 -0.52305 -1.34 0.34 -0.56
C 0.40268 0.56909 -0.94377 0.38 2.42 -0.28
C -0.66881 1.35399 -1.60403 1.60 0.71 0.44
C -2.04373 0.77436 -2.05532 0.20 0.40 0.20
C -2.80551 -0.05464 -0.95370 -0.44 0.72 -0.87
C -4.34797 -0.07562 -1.26365 0.70 -0.72 -0.11
Cl -2.19522 -1.78473 -1.01826 -0.23 0.76 0.40
C -0.38753 2.76010 -1.80221 1.74 -0.41 0.29
C 0.90818 3.39256 -1.41155 -0.79 -1.95 -0.27
C 1.96146 2.64125 -0.77191 -1.28 -0.65 -0.54
C 3.28617 3.34664 -0.36262 -0.74 -0.33 -0.35
C 0.79686 4.89302 -1.82531 0.26 -2.63 1.46
O 1.61154 5.67518 -2.16899 -0.44 0.12 0.09
N -0.66867 5.08568 -1.73916 -0.47 1.40 -0.18
S -1.15742 5.40121 -0.13071 0.21 4.20 3.05
C -2.25858 4.12832 0.56200 -0.32 -1.47 -0.07
O 0.00129 5.54668 0.76507 -0.53 -1.94 -1.88
O -1.88138 6.66796 -0.08894 -0.36 -2.01 -1.18
C -1.23889 3.91876 -2.40811 0.88 -1.72 1.24
O -2.09842 3.94755 -3.22973 0.14 -0.04 0.48
H 4.30446 -1.84562 1.06709 0.42 1.21 -1.03
H 5.70427 -1.35281 -0.02332 -0.77 0.40 0.66
H 5.14963 -0.28230 1.39501 -0.03 -0.80 -0.84
H 0.24234 -0.51611 -0.75324 0.22 1.04 -0.10
H -2.71159 1.63465 -2.35347 0.76 -0.80 0.34
H -1.89566 0.17021 -2.98658 -0.21 0.32 0.85
H -2.60481 0.38946 0.05596 -0.05 -0.74 -0.81
H -4.46954 -0.60939 -2.24941 -0.05 0.75 0.89
H -4.76224 0.96645 -1.31560 0.35 -1.02 0.11
H -4.86685 -0.70271 -0.49425 0.33 0.76 -0.60
H 3.10228 3.89154 0.59856 0.32 -0.51 -0.72
H 3.51511 4.10780 -1.14991 -0.03 -0.66 0.73
H 4.12448 2.60416 -0.27228 -0.87 0.87 0.02
H -1.88220 3.07613 0.42934 0.01 1.13 -0.04
H -2.27315 4.30794 1.67226 0.13 0.28 -1.24
H -3.29770 4.15298 0.14326 1.04 0.42 0.24
Br -0.76749 -4.71936 0.50262 -0.06 -0.13 -0.04
C -2.26861 -5.96098 0.48174 0.11 0.03 -0.26
C -3.58265 -5.22920 0.57418 -0.21 -0.08 0.20
Br -3.93326 -4.62991 2.39374 0.04 0.07 -0.10
H -2.10989 -6.66469 1.29564 -0.09 0.10 -0.02
H -2.18892 -6.48768 -0.46891 -0.05 0.05 0.04
H -4.40962 -5.89520 0.32959 0.10 -0.02 -0.01
H -3.62918 -4.34918 -0.06409 0.10 -0.07 0.04
Br 4.36879 -3.50696 2.66346 0.02 -0.55 0.51
C 2.92890 -4.81082 2.80022 0.10 0.01 -0.20
C 1.59624 -4.13120 2.97344 -0.12 -0.14 0.31
Br 1.36316 -3.48182 4.79507 0.03 0.10 -0.09
H 3.18110 -5.47765 3.62162 -0.09 0.09 -0.02
H 2.95819 -5.36776 1.86386 -0.06 0.06 0.04
H 0.78337 -4.83744 2.81752 0.12 0.03 0.01
H 1.46084 -3.27669 2.31299 0.08 -0.07 0.04